No. 1
{
  "formula": "ClHNP",
  "method": "ωB97M-V/def2-TZVPD",
  "homo_ha": -0.402,
  "total_energy_ha": -856.85633,
  "mol_weight_g_mol": 81.4,
  "spin_multiplicity": 1,
  "e_lumo_ev": 0.0040,
  "max_force_ha_per_bohr": 0.013,
  "symbols": ["N", "P", "Cl", "H"],
  "positions_angstrom": [[3.2544, 1.7061, 1.6983], [3.1519, 0.4710, 0.9078], [0.1596, 0.5748, 0.6980], [-0.5008, 1.4735, 0.1107]],
  "forces_ev_per_angstrom": [[0.1647, 0.1785, 0.1374], [0.4051, -0.1281, -0.0668], [-0.2360, -0.5424, 0.2633], [-0.3338, 0.4920, -0.3339]],
  "lowdin_charge": [-0.542, 0.540, 0.242, -0.240]
}


No. 2
{
  "formula": "C3H5NO2",
  "method": "ωB97M-V/def2-TZVPD",
  "homo_ha": [-0.299, -0.299],
  "total_energy_ha": -322.35284,
  "mol_weight_g_mol": 87.1,
  "spin_multiplicity": 1,
  "e_lumo_ev": [-0.4776, -0.4770],
  "max_force_ha_per_bohr": 0.161,
  "symbols": ["C", "C", "C", "O", "N", "O", "H", "H", "H", "H", "H"],
  "positions_angstrom": [[0.6758, -0.6664, -1.1159], [-0.6312, 0.8889, 0.1724], [0.2987, -0.4766, 1.8969], [0.1693, 0.9347, 1.1638], [-1.4788, 1.3204, -0.5800], [0.2122, -0.8347, 2.9913], [-2.2105, 1.8192, -0.0676], [0.7744, -0.8753, 0.1072], [1.4662, -1.3735, -1.3989], [-0.2595, -0.9940, -1.5654], [0.9834, 0.2573, -1.6037]],
  "forces_ev_per_angstrom": [[0.6753, -1.2029, 1.3096], [3.0367, 2.3167, 3.8727], [2.0617, -8.0145, 0.2073], [-4.3445, 4.4356, -3.9036], [0.0148, -1.1942, 0.1079], [-0.5904, 2.5603, 0.6626], [0.1096, 0.1911, -0.3984], [-0.7538, 0.8319, -2.3081], [-0.2000, -0.0992, -0.2175], [0.0038, -0.1646, 0.1581], [-0.0133, 0.3399, 0.5094]],
  "lowdin_charge": [-0.094, -0.280, -0.217, 0.007, 0.207, 0.107, 0.120, 0.053, 0.035, 0.029, 0.033]
}


No. 3
{
  "formula": "C5H11N3O3",
  "method": "ωB97M-V/def2-TZVPD",
  "homo_ha": -0.353,
  "total_energy_ha": -586.90698,
  "mol_weight_g_mol": 161.2,
  "spin_multiplicity": 1,
  "e_lumo_ev": 0.3094,
  "max_force_ha_per_bohr": 0.063,
  "symbols": ["O", "N", "N", "O", "N", "C", "C", "C", "C", "C", "O", "H", "H", "H", "H", "H", "H", "H", "H", "H", "H", "H"],
  "positions_angstrom": [[-3.4831, 0.4330, -0.5909], [-2.2225, 0.5566, -0.5668], [-1.6705, -0.2541, 0.3273], [-2.6065, -0.9862, 1.0173], [-0.3989, -0.6658, 0.4468], [0.1289, -1.3183, -0.8132], [1.5819, -0.9165, -0.9080], [1.9194, -0.3274, 0.4351], [0.6548, 0.2456, 1.0203], [0.4304, 1.7454, 0.6326], [0.1780, 1.7852, -0.8348], [-3.4500, -0.7313, 0.5920], [-0.1274, -2.3892, -1.0242], [-0.5307, -0.8613, -1.6483], [2.1809, -1.7952, -1.1593], [1.5283, -0.2273, -1.7066], [2.3255, -1.1128, 1.2047], [2.6573, 0.4933, 0.4136], [0.7156, 0.2068, 2.1217], [-0.4383, 2.1623, 1.1213], [1.3640, 2.3609, 0.8871], [-0.7373, 1.5963, -0.9675]],
  "forces_ev_per_angstrom": [[1.9213, 0.8367, -0.1907], [-1.0678, -1.2119, 0.3865], [-2.4177, 0.7053, 0.1716], [1.1024, -1.0529, 0.9466], [1.1594, -0.4058, -0.5284], [-2.7997, 0.3751, -1.5911], [-0.5235, -1.4478, 0.0407], [1.5501, -0.4615, 1.9169], [-0.9484, 1.1131, 0.1108], [0.6096, -0.7285, -1.9178], [2.3303, 0.7910, 1.8258], [-0.1259, 0.3693, -0.3677], [0.4537, 0.5022, 1.4267], [1.4376, -0.3152, 0.9650], [0.1589, 0.3393, -0.0477], [0.9933, 1.0428, -0.6528], [-0.6492, 1.1832, -1.6753], [-0.0690, -0.5414, -0.2047], [-0.4338, -0.2563, -0.3360], [-0.1476, 0.1463, 0.3929], [-1.4000, -0.8647, -0.5242], [-1.1338, -0.1181, -0.1471]],
  "lowdin_charge": [-0.069, -0.004, -0.204, 0.064, -0.030, -0.130, -0.175, -0.155, -0.257, -0.136, -0.088, 0.070, 0.122, 0.128, 0.116, 0.093, 0.152, 0.120, 0.142, 0.100, 0.140, 0.002]
}


No. 4
{
  "formula": "C2H4OTl",
  "method": "ωB97M-V/def2-TZVPD",
  "homo_ha": -0.556,
  "total_energy_ha": -326.07279,
  "mol_weight_g_mol": 248.4,
  "charge": 1,
  "spin_multiplicity": 1,
  "e_lumo_ev": -4.6662,
  "max_force_ha_per_bohr": 0.039,
  "symbols": ["O", "Tl", "C", "C", "H", "H", "H", "H"],
  "positions_angstrom": [[1.2919, -0.5564, 0.4815], [2.1879, -2.5475, -0.3664], [0.4131, 0.2849, 0.5017], [-0.8245, 0.2998, -0.2888], [0.4343, 1.2168, 1.1340], [-0.9789, -0.6258, -0.8528], [-1.6776, 0.7050, 0.3283], [-0.8462, 1.2234, -0.9375]],
  "forces_ev_per_angstrom": [[-0.2352, 0.5735, 0.3561], [0.3636, -0.6900, -0.2536], [-1.0137, 1.7280, 0.2492], [-0.8682, 1.0740, -0.3857], [0.8426, -0.8463, -0.0223], [-0.4193, 0.3995, 0.1212], [0.5951, -1.2820, -0.0755], [0.7350, -0.9566, 0.0105]],
  "lowdin_charge": [-0.278, 1.088, -0.273, -0.034, 0.155, 0.091, 0.123, 0.127]
}